No. 1
{"formula": "C4H6NO2", "method": "ωB97M-V with the def2-TZVPD basis set", "e_tot_ha": -360.89573, "lumo_ev": -4.10, "relative_energy_kcal_mol": 49.07, "total_charge": 1, "elements": ["C", "C", "C", "C", "N", "O", "O", "H", "H", "H", "H", "H", "H"], "positions_angstrom": [[0.3958, -0.6667, -0.0422], [0.8522, 0.4478, 0.0165], [-2.0518, 0.4139, 0.0778], [1.1339, 1.8239, 0.0622], [0.1050, -2.0938, -0.1123], [-2.1593, -0.7292, 0.1739], [-1.8105, 1.5009, -0.1018], [1.5265, 1.8258, 1.0256], [0.3316, 2.4959, 0.0340], [1.6392, 2.1338, -0.7932], [-0.9026, -2.1554, 0.0042], [0.7634, -2.3281, 0.6863], [0.1766, -2.6690, -1.0310]], "mulliken_charge": [0.07, 0.26, 0.77, -1.35, -0.20, -0.52, -0.29, 0.32, 0.38, 0.35, 0.37, 0.43, 0.40]}

---

No. 2
{"formula": "C4H6NO2", "method": "ωB97M-V with the def2-TZVPD basis set", "e_tot_ha": -360.76605, "s_squared": 2.008, "lumo_ev": [-4.68, -7.75], "spin_multiplicity": 3, "relative_energy_kcal_mol": 25.84, "total_charge": 1, "elements": ["C", "C", "C", "C", "N", "O", "O", "H", "H", "H", "H", "H", "H"], "positions_angstrom": [[-0.3699, -0.5315, -0.0020], [0.0390, 0.7416, -0.0607], [-1.7330, -0.0495, 0.2471], [1.0766, 1.7053, -0.3159], [0.2275, -1.8490, 0.1336], [-2.7710, -0.5747, 0.4236], [-1.2449, 1.3078, 0.1736], [0.6485, 2.3241, -0.9923], [2.0805, 1.3435, -0.4573], [1.1039, 2.2724, 0.5366], [0.1211, -2.2428, 1.0898], [1.2183, -1.9801, -0.3102], [-0.3964, -2.4671, -0.4660]], "mulliken_charge": [-0.27, 0.64, 0.52, -1.25, -0.29, -0.46, -0.27, 0.35, 0.36, 0.39, 0.40, 0.41, 0.46]}

---

No. 3
{"formula": "C4H6NO3", "method": "ωB97M-V with the def2-TZVPD basis set", "e_tot_ha": -436.40390, "s_squared": 0.762, "lumo_ev": [0.47, -3.58], "spin_multiplicity": 2, "relative_energy_kcal_mol": 30.46, "elements": ["O", "C", "C", "C", "N", "C", "O", "O", "H", "H", "H", "H", "H", "H"], "positions_angstrom": [[1.0225, -1.9425, -1.5903], [0.3105, -1.2219, -0.9410], [1.0364, 0.0295, -0.3391], [2.0760, -0.3727, 0.6700], [0.0632, 1.0042, 0.0434], [-1.2960, 0.8174, 0.5596], [-1.4880, -0.1437, 1.2926], [-2.0389, 1.7139, 0.1751], [-0.7319, -1.5245, -0.7897], [1.4544, 0.4102, -1.2799], [3.0672, -0.4241, 0.2254], [2.1518, 0.2936, 1.5285], [1.9010, -1.3496, 1.1231], [0.1968, 2.0149, -0.0290]], "mulliken_charge": [-0.45, -0.26, 0.52, -1.36, -0.12, 0.58, -0.51, -0.51, 0.43, 0.31, 0.32, 0.42, 0.32, 0.30]}

---

No. 4
{"formula": "C4H6NO7", "method": "ωB97M-V with the def2-TZVPD basis set", "e_tot_ha": -737.41148, "lumo_ev": 3.53, "relative_energy_kcal_mol": 8.21, "total_charge": -1, "elements": ["C", "C", "C", "C", "N", "O", "O", "O", "O", "O", "O", "O", "H", "H", "H", "H", "H", "H"], "positions_angstrom": [[3.1246, -0.4521, 0.3155], [-1.5902, -0.8656, 0.6242], [-1.6191, 0.4900, -0.1522], [-0.2314, 0.6711, -0.6963], [0.6953, 0.9612, 0.1575], [4.1180, 0.1404, 0.3329], [2.4997, -1.4563, 0.4056], [0.4557, 1.1859, 1.3758], [1.9270, 0.9592, -0.3032], [-1.0719, -1.8908, -0.2399], [-1.9057, 1.5931, 0.6531], [-0.0079, 0.3419, -2.0017], [-2.6081, -1.3384, 0.8115], [-0.8723, -1.0174, 1.5480], [-2.4179, 0.2073, -0.9668], [-0.3196, -1.5141, -0.7681], [-1.1010, 1.8428, 1.1334], [0.9248, 0.1419, -2.2292]], "mulliken_charge": [0.75, -0.45, 0.42, -0.20, 0.94, -0.47, -0.50, -0.89, -0.81, -0.53, -0.62, -0.53, 0.26, 0.25, 0.22, 0.43, 0.38, 0.36]}

---

No. 5
{"formula": "C4H6NOP", "method": "ωB97M-V with the def2-TZVPD basis set", "e_tot_ha": -627.26752, "lumo_ev": 0.81, "smiles": "N/C=C1\\C=COP1", "relative_energy_kcal_mol": 39.37, "elements": ["C", "C", "C", "C", "N", "O", "P", "H", "H", "H", "H", "H", "H"], "positions_angstrom": [[-0.3796, 1.0492, 0.2078], [-0.0998, -0.3862, 0.1054], [-1.6327, 1.3846, 0.0340], [1.1727, -1.0249, 0.0177], [2.5070, -0.5983, 0.0366], [-2.6887, 0.4833, 0.0959], [-2.1588, -1.0591, -0.0641], [0.2810, 1.8961, 0.3446], [-2.0846, -1.2283, -1.5980], [-2.0583, 2.3993, 0.0983], [1.2816, -2.0431, -0.0166], [2.6194, 0.3820, 0.2725], [3.2407, -1.2543, 0.4657]], "mulliken_charge": [-0.27, -0.02, -0.27, -0.19, -0.48, -0.31, 0.02, 0.28, 0.05, 0.35, 0.38, 0.21, 0.25]}

---

No. 6
{"formula": "C4H6NOP", "method": "ωB97M-V with the def2-TZVPD basis set", "e_tot_ha": -627.25769, "lumo_ev": -0.54, "smiles": "[H]/P=C1\\CN(C)C1=O", "relative_energy_kcal_mol": 45.53, "elements": ["C", "C", "C", "C", "N", "O", "P", "H", "H", "H", "H", "H", "H"], "positions_angstrom": [[0.1641, -1.9293, -0.8464], [0.0515, -0.7958, -1.7046], [0.0880, -0.7488, 0.5286], [-0.1012, 1.5794, -0.5630], [0.0001, 0.1181, -0.6737], [-0.0722, -0.6850, -2.9031], [0.3309, -3.5836, -1.0747], [-0.8344, -0.8433, 1.0738], [1.0592, -0.5319, 0.9970], [-0.9592, 1.5786, 0.0508], [0.7496, 2.0991, -0.0661], [-0.3628, 1.9297, -1.5881], [0.3772, -3.9537, 0.4124]], "mulliken_charge": [-0.07, 0.58, -0.50, -0.85, 0.05, -0.64, -0.14, 0.33, 0.32, 0.35, 0.23, 0.33, 0.02]}

---

No. 7
{"formula": "C4H6NP", "method": "ωB97M-V with the def2-TZVPD basis set", "e_tot_ha": -551.99058, "lumo_ev": [-0.19, -0.19], "relative_energy_kcal_mol": 62.63, "elements": ["C", "C", "C", "C", "N", "P", "H", "H", "H", "H", "H", "H"], "positions_angstrom": [[-0.3573, -1.0765, -0.2248], [-1.7848, -1.4432, -0.2133], [0.0002, 0.2105, -0.2275], [1.3036, 0.8313, -0.3154], [-2.7441, -0.6366, 0.0433], [-2.5088, 1.0082, -0.0414], [0.4580, -1.8296, -0.1362], [-2.0348, -2.5459, -0.2862], [1.6944, 1.3883, -1.2271], [1.9581, 0.0431, 0.1477], [1.3122, 1.6746, 0.4383], [-2.8391, 1.2618, 1.4404]], "mulliken_charge": [0.06, -0.12, -0.19, -0.88, -0.41, 0.08, 0.28, 0.31, 0.28, 0.27, 0.25, 0.08]}

---

No. 8
{"formula": "C4H6NS", "method": "ωB97M-V with the def2-TZVPD basis set", "e_tot_ha": -608.42213, "s_squared": 2.013, "lumo_ev": [-5.24, -8.38], "spin_multiplicity": 3, "relative_energy_kcal_mol": 80.32, "total_charge": 1, "elements": ["C", "C", "C", "C", "N", "S", "H", "H", "H", "H", "H", "H"], "positions_angstrom": [[-2.5128, -0.0432, 0.8363], [-1.3913, -0.5775, 0.0786], [2.0416, 0.0253, -0.0035], [-0.5023, -0.5644, -0.9546], [-1.5959, -0.6569, 1.5000], [2.0480, 1.6982, -0.4722], [-3.5469, 0.1513, 0.8022], [2.1232, -0.6838, -0.8682], [1.9805, -0.2026, 1.0878], [0.2833, -1.3628, -0.8201], [-0.7333, -0.0805, -1.8556], [1.8058, 2.2969, 0.6693]], "mulliken_charge": [0.08, 0.54, -0.80, -0.64, -0.28, -0.04, 0.36, 0.41, 0.41, 0.43, 0.35, 0.17]}

---

No. 9
{"formula": "C4H6O", "method": "ωB97M-V with the def2-TZVPD basis set", "e_tot_ha": -231.16889, "lumo_ev": 0.86, "smiles": "C#C[C@H](C)O", "relative_energy_kcal_mol": 34.41, "elements": ["C", "C", "C", "C", "H", "H", "H", "H", "H", "H", "O"], "positions_angstrom": [[0.8560, 0.9244, -0.1711], [0.2322, -0.4153, 0.3275], [-1.2211, -0.3943, 0.0477], [-2.4070, -0.2663, -0.1539], [1.9318, 0.9257, 0.0417], [0.7852, 0.9974, -1.2330], [0.4184, 1.7858, 0.3364], [0.3465, -0.4118, 1.4384], [1.7538, -1.4193, -0.1486], [-3.4915, -0.1620, -0.2450], [0.7958, -1.5643, -0.2401]], "mulliken_charge": [-1.26, 0.24, -0.65, 0.25, 0.39, 0.36, 0.33, 0.14, 0.31, 0.41, -0.52]}

---

No. 10
{"formula": "C4H6O", "method": "ωB97M-V with the def2-TZVPD basis set", "e_tot_ha": -231.21442, "lumo_ev": 0.93, "smiles": "CCC=C=O", "relative_energy_kcal_mol": 5.84, "elements": ["O", "C", "C", "C", "C", "H", "H", "H", "H", "H", "H"], "positions_angstrom": [[-2.5320, -0.6457, 0.0395], [-1.4080, -0.8615, 0.2860], [0.1491, 1.0843, -0.5450], [0.8965, -0.0446, 0.1642], [-0.1376, -1.0836, 0.5569], [0.7745, 1.8020, -1.0779], [-0.4826, 1.6218, 0.1723], [1.4239, 0.3111, 1.0597], [1.6650, -0.4684, -0.4965], [0.0875, -1.9885, 1.1092], [-0.5060, 0.6175, -1.2906]], "mulliken_charge": [-0.40, 0.54, -1.20, -0.11, -0.61, 0.33, 0.31, 0.26, 0.26, 0.33, 0.30]}

---

No. 11
{"formula": "C4H6O", "method": "ωB97M-V with the def2-TZVPD basis set", "e_tot_ha": -231.17232, "lumo_ev": 0.96, "smiles": "C#CCCO", "relative_energy_kcal_mol": 32.25, "elements": ["O", "C", "C", "C", "C", "H", "H", "H", "H", "H", "H"], "positions_angstrom": [[-1.2947, -1.0661, 1.0032], [-1.0792, -0.5358, -0.2798], [-0.2769, 0.7747, -0.2610], [1.1233, 0.5599, 0.0212], [2.2904, 0.3108, 0.1233], [-0.4208, -1.2368, 1.3711], [-0.6039, -1.2905, -0.9189], [-2.0682, -0.3284, -0.6710], [-0.2199, 1.2885, -1.2238], [-0.7297, 1.4742, 0.4480], [3.2797, 0.0494, 0.3878]], "mulliken_charge": [-0.51, -0.46, -0.44, -0.61, 0.12, 0.32, 0.30, 0.30, 0.27, 0.26, 0.45]}

---

No. 12
{"formula": "C4H6O", "method": "ωB97M-V with the def2-TZVPD basis set", "e_tot_ha": -231.13614, "lumo_ev": 0.79, "smiles": "C=C1COC1", "relative_energy_kcal_mol": 54.95, "elements": ["C", "C", "C", "C", "O", "H", "H", "H", "H", "H", "H"], "positions_angstrom": [[1.2952, -0.9727, 0.0135], [-1.2337, -0.3697, 0.1752], [0.2805, -0.1182, 0.1669], [0.1670, 1.2843, -0.1607], [-1.5282, 0.8801, -0.3698], [1.1500, -2.0375, 0.1132], [2.2611, -0.6442, -0.3393], [-1.5227, -1.2130, -0.4650], [-1.6222, -0.5113, 1.1949], [0.7958, 1.6939, -0.9515], [-0.0430, 2.0085, 0.6226]], "mulliken_charge": [-0.89, -0.29, 0.41, -0.30, -0.46, 0.27, 0.27, 0.28, 0.20, 0.30, 0.19]}

---

No. 13
{"formula": "C4H6O", "method": "ωB97M-V with the def2-TZVPD basis set", "e_tot_ha": -231.20336, "lumo_ev": 0.33, "smiles": "C=CC(C)=O", "relative_energy_kcal_mol": 12.77, "elements": ["C", "C", "C", "C", "H", "H", "H", "H", "H", "H", "O"], "positions_angstrom": [[1.7204, -0.2980, -0.0770], [0.4232, 0.5177, 0.0997], [-0.8351, -0.3101, 0.0962], [-2.0594, 0.2242, -0.0563], [2.1718, -0.3655, 1.0324], [2.3412, 0.3692, -0.7837], [1.5811, -1.3706, -0.4572], [-0.7516, -1.4080, 0.3925], [-2.0317, 1.3123, -0.2194], [-2.9312, -0.3978, -0.0932], [0.3714, 1.7264, 0.0660]], "mulliken_charge": [-0.90, 0.75, -0.25, -0.63, 0.23, 0.29, 0.30, 0.20, 0.26, 0.29, -0.55]}

---

No. 14
{"formula": "C4H6O", "method": "ωB97M-V with the def2-TZVPD basis set", "e_tot_ha": -231.08729, "lumo_ev": -0.89, "relative_energy_kcal_mol": 85.61, "elements": ["C", "C", "O", "C", "C", "H", "H", "H", "H", "H", "H"], "positions_angstrom": [[-1.7169, -0.3715, -0.0806], [-0.3541, -0.6168, 0.3908], [0.1307, -1.0705, 1.4111], [0.7123, -0.0964, -0.5769], [1.7683, 0.4759, 0.0162], [-2.6363, -0.5379, 0.4610], [-1.7744, -0.0667, -1.1259], [-1.2171, 1.2751, 0.6517], [0.5496, 0.0173, -1.6544], [1.8630, 0.3074, 1.0748], [2.6747, 0.6841, -0.5678]], "mulliken_charge": [-0.89, 0.58, -0.55, -0.17, -0.62, 0.35, 0.29, 0.19, 0.27, 0.28, 0.28]}

---

No. 15
{"formula": "C4H6O", "method": "ωB97M-V with the def2-TZVPD basis set", "e_tot_ha": -231.08681, "lumo_ev": 0.41, "relative_energy_kcal_mol": 85.91, "elements": ["C", "C", "C", "C", "O", "H", "H", "H", "H", "H", "H"], "positions_angstrom": [[0.3909, -0.2355, 0.1117], [1.6368, 0.0604, -0.1468], [-0.9100, -0.7598, -0.3737], [-0.8047, 0.0244, 0.8615], [-1.3830, 1.7571, 0.6306], [2.2374, 0.8655, 0.3512], [2.1256, -0.4874, -0.8604], [-1.3504, -0.1537, -1.2422], [-1.0864, -1.8212, -0.2397], [-0.8394, -0.1078, 1.9003], [-0.9039, 1.9390, 1.3591]], "mulliken_charge": [0.35, -0.66, -0.48, -0.22, -0.57, 0.22, 0.27, 0.21, 0.25, 0.39, 0.25]}

---

No. 16
{"formula": "C4H6O", "method": "ωB97M-V with the def2-TZVPD basis set", "e_tot_ha": -231.17364, "lumo_ev": 0.97, "smiles": "C#C[C@@H](C)O", "relative_energy_kcal_mol": 31.42, "elements": ["C", "C", "O", "C", "C", "H", "H", "H", "H", "H", "H"], "positions_angstrom": [[-0.8175, -1.0582, 0.2868], [-0.4995, 0.3701, -0.1826], [-0.8985, 1.3520, 0.7630], [0.9316, 0.4886, -0.5270], [2.1042, 0.5503, -0.7972], [-1.8723, -1.2910, 0.1186], [-0.6124, -1.1525, 1.3578], [-0.2016, -1.7898, -0.2471], [-1.0842, 0.5910, -1.0831], [-0.2025, 1.4006, 1.4362], [3.1436, 0.5995, -1.0471]], "mulliken_charge": [-1.10, 0.19, -0.53, -0.61, 0.15, 0.29, 0.28, 0.35, 0.21, 0.35, 0.41]}

---

No. 17
{"formula": "C4H6O", "method": "ωB97M-V with the def2-TZVPD basis set", "e_tot_ha": -231.13441, "lumo_ev": 1.16, "smiles": "C1C[C@H]2O[C@@H]12", "relative_energy_kcal_mol": 56.04, "elements": ["O", "C", "C", "C", "C", "H", "H", "H", "H", "H", "H"], "positions_angstrom": [[-0.0971, 1.6588, 0.7511], [0.0571, 1.0431, -0.4488], [-0.9927, 0.2996, 0.2508], [-0.2578, -1.0187, 0.2949], [0.9441, -0.2203, -0.2605], [0.0188, 1.6101, -1.3682], [-1.9294, 0.5656, 0.6836], [-0.1722, -1.5222, 1.2587], [-0.6251, -1.7575, -0.4442], [1.7247, -0.0662, 0.4824], [1.3297, -0.5922, -1.1998]], "mulliken_charge": [-0.48, 0.04, -0.39, -0.50, -0.58, 0.41, 0.46, 0.27, 0.23, 0.25, 0.30]}

---

No. 18
{"formula": "C4H6O", "method": "ωB97M-V with the def2-TZVPD basis set", "e_tot_ha": -231.17101, "lumo_ev": 1.01, "smiles": "C#CCCO", "relative_energy_kcal_mol": 33.08, "elements": ["O", "C", "C", "C", "C", "H", "H", "H", "H", "H", "H"], "positions_angstrom": [[1.1947, 0.2454, 1.1729], [1.1286, 0.5601, -0.1925], [-0.0540, -0.1299, -0.9378], [-1.1188, -0.4758, 0.0095], [-1.8828, -0.7775, 0.8923], [0.2944, 0.3159, 1.5235], [1.0675, 1.6473, -0.3468], [2.0725, 0.2143, -0.6225], [-0.4387, 0.5201, -1.7338], [0.2927, -1.0439, -1.4307], [-2.5562, -1.0761, 1.6660]], "mulliken_charge": [-0.48, -0.41, -0.45, -0.52, 0.14, 0.27, 0.25, 0.27, 0.29, 0.24, 0.38]}

---

No. 19
{"formula": "C4H6O", "method": "ωB97M-V with the def2-TZVPD basis set", "e_tot_ha": -231.08883, "lumo_ev": 1.14, "smiles": "C1C[C@H]2O[C@@H]12", "relative_energy_kcal_mol": 84.65, "elements": ["C", "C", "C", "O", "C", "H", "H", "H", "H", "H", "H"], "positions_angstrom": [[-0.6208, 1.0183, -0.2016], [-0.7081, -0.8001, 0.0665], [0.7612, -0.6313, 0.2533], [1.3268, -0.1252, -0.9330], [0.8374, 0.8107, 0.0455], [-1.3872, 0.6053, 0.4374], [-0.8734, 1.3535, -1.2061], [-1.2187, -1.1418, 1.0001], [-1.0895, -1.3637, -0.7773], [1.3774, -1.2279, 0.9062], [1.5948, 1.5022, 0.4090]], "mulliken_charge": [-0.81, -0.63, -0.21, -0.42, -0.06, 0.42, 0.20, 0.31, 0.33, 0.44, 0.43]}

---

No. 20
{"formula": "C4H6O", "method": "ωB97M-V with the def2-TZVPD basis set", "e_tot_ha": -230.99602, "s_squared": 2.012, "lumo_ev": [0.93, -2.34], "spin_multiplicity": 3, "relative_energy_kcal_mol": 52.58, "elements": ["C", "C", "C", "C", "O", "H", "H", "H", "H", "H", "H"], "positions_angstrom": [[-0.5116, 0.6823, -0.3635], [-1.1842, 1.6875, 0.1463], [1.3319, 0.4910, -0.0556], [1.4190, -1.0719, -0.1470], [2.4130, 1.1186, 0.0397], [-2.2823, 1.7865, 0.2604], [-0.5218, 2.1714, 0.9338], [-0.7308, -0.1897, -0.8791], [1.2581, -1.1236, -1.1353], [0.6733, -1.5862, 0.3551], [2.4345, -1.6196, 0.0935]], "mulliken_charge": [-0.06, -0.67, 0.24, -1.00, -0.39, 0.30, 0.27, 0.36, 0.35, 0.33, 0.29]}